1.
Density functional theory data (wB97M-V/def2-TZVPD) for C2H31HgO14 as an isolated structure at a distorted geometry.

```
48
Properties=species:S:1:pos:R:3:forces:R:3:nbo_charge:R:1
Hg -1.548862 2.246178 1.099722 0.302 -1.140 -0.928 1.68
C 1.640994 0.005780 -0.321724 0.387 0.500 0.429 -0.67
C 0.527112 0.337785 0.681969 1.232 -2.262 -0.012 -0.09
O -0.632236 0.529787 -0.020248 -1.481 2.697 0.039 -1.00
H 2.444606 -0.542762 0.170614 0.104 -0.019 -0.142 0.23
H 2.072174 0.913486 -0.771497 -0.028 -0.251 0.191 0.21
H 1.224308 -0.605594 -1.130413 0.020 -0.078 0.218 0.23
H 0.803763 1.122661 1.391715 0.267 0.243 -0.143 0.13
H 0.326358 -0.574196 1.261167 0.626 0.217 0.528 0.16
O 1.735265 -3.219380 -2.826400 -0.189 -0.505 0.786 -0.92
H 2.311348 -2.510696 -3.037892 0.966 1.184 -0.015 0.47
H 1.717842 -3.715839 -3.630009 -0.208 -0.887 -0.769 0.48
O -1.412605 -2.116141 0.467007 -0.225 0.250 0.404 -0.98
H -1.341795 -2.282949 -0.474194 -0.167 -1.016 -0.976 0.50
H -1.185424 -1.187880 0.428185 -0.315 0.879 0.396 0.47
O 0.141489 3.866118 0.469265 0.019 0.309 -0.044 -0.97
H 0.249972 4.101715 -0.462138 -0.109 -0.364 -0.217 0.51
H 0.144239 4.725417 0.903701 0.049 0.013 0.362 0.50
O -0.798897 -2.695126 -2.233942 0.215 0.917 -0.471 -0.99
H 0.136253 -2.642943 -2.530655 -0.390 -0.604 0.391 0.50
H -1.117161 -1.853054 -2.609406 -0.477 -0.473 0.489 0.48
O -0.143434 0.431311 4.272667 -1.167 1.004 1.259 -0.99
H 0.509504 -0.001331 3.758941 1.702 -1.476 -0.974 0.52
H -0.180227 -0.069166 5.095478 -0.012 0.099 0.039 0.51
O -2.083139 -0.085106 -2.010486 0.385 -0.213 -2.256 -1.01
H -2.993760 -0.124203 -1.780383 -0.881 -0.145 0.579 0.48
H -1.513640 0.079446 -1.259615 0.144 0.188 0.890 0.50
O 1.008752 -3.113142 0.996503 1.011 -0.015 -0.404 -0.97
H 1.393519 -3.671525 0.304439 0.014 -0.009 0.304 0.48
H 0.479386 -2.489331 0.480400 -0.562 -0.346 0.302 0.48
O 0.512068 -0.720916 -3.780509 -0.975 0.810 0.497 -0.98
H 1.104900 -0.841460 -4.513934 -0.042 0.018 -0.776 0.48
H -0.386201 -0.472591 -4.099712 1.010 -0.325 0.011 0.50
O -0.395364 2.847491 3.163252 -0.336 1.612 0.268 -1.00
H -0.382811 3.415709 3.961134 -0.464 -0.046 -0.772 0.51
H 0.116766 2.114644 3.475313 0.461 -1.279 0.352 0.51
O -2.031705 0.325284 2.487607 -1.191 -0.145 -0.555 -1.03
H -2.494555 -0.540595 2.512129 0.421 0.745 -0.307 0.53
H -1.426377 0.378296 3.235421 0.313 -0.291 0.806 0.51
O 1.721750 -1.219881 3.203253 0.045 0.637 1.919 -0.97
H 1.865356 -1.421589 2.315677 -0.215 -0.407 -2.958 0.49
H 2.263114 -1.916234 3.562373 0.179 -0.379 1.037 0.49
O 0.340189 1.986154 -2.365854 0.256 0.278 -0.616 -0.99
H 0.578700 1.467569 -3.152539 -0.160 0.239 0.134 0.50
H 0.416038 1.331182 -1.669306 -0.247 -0.285 0.445 0.50
O -1.948014 2.869527 -1.257640 -1.593 0.893 -0.293 -1.01
H -1.177739 2.624382 -1.766221 1.479 -0.756 -0.385 0.52
H -2.591819 2.913709 -1.993219 -0.173 -0.014 0.940 0.51
```
Forces are in eV/Å.

Properties
- net charge = +1
- ΔE to the lowest compared entry with this formula, charge and spin (kcal/mol) = 0.0


2.
Density functional theory data (wB97M-V/def2-TZVPD) for C25H21F4N3Ti as an isolated structure.

```
54
Properties=species:S:1:pos:R:3:forces:R:3:nbo_charge:R:1
Ti -0.173021 -0.497583 -0.057859 0.078 0.049 -0.034 1.88
C 0.271787 -2.056464 -2.537131 -0.018 -0.060 -0.019 -0.43
N 0.200344 -0.623117 -2.142089 0.025 0.011 0.046 -0.50
C -0.781433 0.073650 -3.009615 -0.032 0.025 -0.022 -0.42
C 1.542191 0.026520 -2.265263 0.034 -0.031 -0.010 -0.24
C 2.490315 -0.551858 -1.229195 0.018 0.030 0.008 -0.24
N 1.722347 -0.679091 0.016401 -0.126 -0.032 -0.049 -0.72
C 2.361704 -0.904547 1.241089 0.007 0.032 0.052 0.04
C 1.577037 -0.704613 2.364667 0.000 -0.008 -0.021 0.29
F 0.262699 -0.338387 2.063574 0.002 0.008 0.019 -0.31
C 2.006495 -0.841937 3.660876 -0.010 -0.005 0.007 0.37
F 1.167572 -0.622763 4.661691 0.002 0.001 0.000 -0.27
C 3.321420 -1.212058 3.877739 0.010 0.001 -0.010 -0.32
C 4.135063 -1.426581 2.780274 -0.018 0.003 0.019 0.39
F 5.394035 -1.788328 2.955315 -0.003 0.001 -0.002 -0.26
C 3.677066 -1.283972 1.474289 0.006 -0.018 -0.037 0.30
F 4.504670 -1.523894 0.455688 0.003 0.002 0.007 -0.28
H 0.673528 -2.138275 -3.549273 0.004 0.021 0.000 0.23
H -0.727483 -2.485682 -2.513349 0.000 0.007 0.005 0.24
H 0.913108 -2.611541 -1.854108 0.006 0.016 0.005 0.23
H -0.482359 -0.021689 -4.055293 0.007 -0.005 0.003 0.24
H -0.823931 1.130311 -2.749420 0.009 -0.002 0.007 0.23
H -1.765428 -0.376418 -2.884068 0.005 -0.009 0.007 0.23
H 1.399405 1.096390 -2.095627 -0.014 -0.002 0.009 0.22
H 1.921834 -0.106840 -3.280961 -0.004 0.009 -0.003 0.24
H 3.338021 0.121830 -1.099481 0.008 -0.007 -0.011 0.25
H 2.890740 -1.517558 -1.541590 -0.006 -0.008 0.013 0.23
H 3.704392 -1.337405 4.881073 0.002 0.000 -0.001 0.28
C -2.894911 -3.821223 0.393087 0.004 0.011 -0.002 -0.15
C -4.019677 -3.044305 0.133099 -0.003 -0.012 0.002 -0.14
C -3.927045 -1.669436 -0.009170 0.000 -0.002 -0.011 -0.16
C -2.692280 -1.023706 0.090941 -0.009 -0.035 0.014 -0.13
C -1.545015 -1.837486 0.325107 0.051 0.056 0.008 -0.38
C -1.655316 -3.213502 0.492023 -0.023 -0.012 -0.006 -0.18
C -2.630872 0.480570 0.025669 -0.064 0.049 0.022 0.26
C -3.780235 1.278846 -0.049397 0.003 -0.033 0.008 -0.21
C -3.654148 2.644032 -0.072339 0.010 0.030 0.001 -0.04
C -2.391185 3.267667 -0.012270 0.005 -0.026 -0.002 -0.10
C -2.216174 4.670054 -0.018476 -0.014 0.004 -0.003 -0.13
C -0.959562 5.201512 0.052051 0.005 0.007 0.001 -0.18
C 0.166580 4.356160 0.136395 -0.009 -0.008 -0.001 -0.12
C 0.027686 2.992535 0.142854 0.009 -0.007 0.006 -0.24
C -1.258271 2.434134 0.065670 -0.002 0.010 0.002 0.18
N -1.418854 1.068758 0.066580 0.032 -0.068 -0.022 -0.60
H -2.990978 -4.891685 0.514178 0.003 0.000 0.001 0.25
H -4.989618 -3.516543 0.053327 -0.001 0.002 -0.001 0.25
H -4.836767 -1.114255 -0.180985 0.003 0.003 -0.007 0.23
H -0.772707 -3.809667 0.687795 0.001 -0.002 0.000 0.24
H -4.761380 0.835125 -0.070581 0.002 -0.003 0.004 0.24
H -4.542329 3.262286 -0.127420 0.000 -0.001 0.001 0.25
H -3.088681 5.307873 -0.076178 0.004 0.005 0.000 0.24
H -0.820384 6.273478 0.050988 -0.002 0.000 0.000 0.25
H 1.153373 4.793988 0.205647 -0.001 0.004 0.000 0.25
H 0.896439 2.347890 0.234252 0.001 -0.001 -0.001 0.22
```
Forces are in eV/Å.

Properties
- electronic energy (hartree) = -2377.93937
- net charge = +2